Record 1
C5H11N5S | wB97M-V/def2-TZVPD

Each line ends with the Mulliken charge.
Atoms and positions in Å:
N  -3.972  2.134  -0.235  -0.265
C  -0.397  0.410  -0.561  -0.992
N  -4.782  1.304  -0.464  0.178
H  2.199  -1.490  -0.998  0.329
S  -3.100  -2.059  0.142  -0.287
H  1.964  0.123  1.144  0.334
N  -3.424  -0.374  0.195  0.250
H  1.141  -1.906  0.352  0.373
H  1.764  1.849  0.416  0.315
H  -1.104  1.429  1.368  0.275
H  -0.960  -0.160  -1.273  0.568
C  -1.269  0.485  0.809  -0.391
H  0.443  -1.901  -1.108  0.328
H  -1.233  -0.416  1.478  0.333
C  -4.677  0.029  -0.250  -0.108
N  -2.651  0.617  0.461  -0.342
H  -0.632  1.446  -0.935  0.354
C  1.218  -1.314  -0.567  -1.025
H  2.851  0.633  -0.232  0.334
C  1.909  0.787  0.230  -0.982
H  -5.373  -0.693  -0.565  0.409
N  0.936  0.101  -0.640  0.012

Output
E_LUMO (spin up / spin down): -0.706 / -0.707 eV
E: -868.88432 hartree
ΔE to the lowest compared entry with this formula, charge and spin: 1.983 eV
HOMO-LUMO gap (spin up / spin down): 7.717 / 7.716 eV
total charge: 0


Record 2
C5H11N5S | wB97M-V/def2-TZVPD

Each line ends with the Mulliken charge.
Atoms and positions in Å:
N  1.940  -1.107  -1.358  -0.255
C  3.592  -0.042  -0.288  -0.167
H  -3.764  -0.151  -0.408  0.323
N  2.594  0.850  0.336  0.029
H  -0.251  1.866  -0.010  0.352
H  -0.205  -0.867  1.129  0.268
N  3.013  -0.902  -1.015  0.198
H  -3.012  -1.742  0.297  0.264
H  -1.273  0.359  1.838  0.494
N  1.393  0.526  -0.046  -0.119
H  -0.567  -1.641  -1.273  0.261
N  -1.732  -0.011  -0.170  -0.070
H  -3.124  -0.224  1.454  0.284
C  -1.142  -0.645  -1.350  -1.068
C  -0.750  0.130  0.941  -0.621
C  -3.019  -0.640  0.342  -0.853
H  -0.411  0.001  -1.706  0.363
H  -1.930  -0.620  -2.019  0.502
H  0.681  1.720  1.420  0.429
H  4.590  -0.017  0.034  0.398
C  0.266  1.173  0.542  -0.750
S  3.112  1.986  1.308  -0.262

Output
E_LUMO (spin up / spin down): -0.307 / -0.308 eV
E: -868.86833 hartree
ΔE to the lowest compared entry with this formula, charge and spin: 2.418 eV
HOMO-LUMO gap (spin up / spin down): 8.287 / 8.286 eV
total charge: 0


Record 3
C5H11NO | wB97M-V/def2-TZVPD

Each line ends with the Mulliken charge.
Atoms and positions in Å:
H  2.527  -1.267  -1.070  0.329
H  -2.203  -0.837  1.721  0.170
H  -3.351  -1.045  0.267  0.226
H  -0.966  -1.619  -0.656  0.242
H  2.340  0.301  1.433  0.231
O  -0.516  1.479  0.245  -0.792
H  -3.479  1.255  -1.790  0.064
H  -2.640  0.632  0.691  0.180
C  -2.448  -0.467  0.658  -0.762
H  -3.354  1.785  -1.295  -0.080
C  -1.272  -0.627  -0.274  -0.369
H  4.132  0.459  0.974  0.239
C  2.613  -0.322  -0.637  -0.451
C  3.161  -0.082  0.724  -0.544
H  1.391  1.019  -0.666  0.278
C  -0.262  0.352  -0.248  0.244
N  1.029  0.100  -0.871  -0.400
H  3.298  -1.115  0.795  0.194

Output
E_LUMO (spin up / spin down): 3.970 / 3.632 eV
E: -326.90130 hartree
2S+1: 2
ΔE to the lowest compared entry with this formula, charge and spin: 4.725 eV
expectation value of S²: 0.756
HOMO-LUMO gap (spin up / spin down): 5.830 / 5.398 eV
total charge: -1


Record 4
C5H11NO | wB97M-V/def2-TZVPD

Each line ends with the Mulliken charge.
Atoms and positions in Å:
H  -0.880  -2.675  -0.410  0.292
H  -0.191  2.981  1.540  0.328
H  1.226  -0.666  2.377  0.291
H  -0.005  -0.489  -3.071  0.426
H  -1.404  -2.670  1.139  0.224
C  0.500  -1.385  2.028  -1.085
H  0.874  1.048  -2.920  0.187
O  0.094  3.574  0.842  -0.725
H  -0.856  0.986  -0.648  0.418
C  -0.010  -1.277  0.770  0.358
H  1.739  -0.674  -0.338  0.281
C  0.653  -0.542  -0.305  -0.856
C  -0.034  0.416  -1.080  -0.197
H  -0.829  1.084  -2.934  0.337
C  -0.008  0.478  -2.607  -1.305
H  0.140  -2.175  2.687  0.201
N  -1.120  -2.076  0.363  -0.512
H  0.707  3.017  0.346  0.335

Output
E_LUMO (spin up / spin down): 4.292 / 4.201 eV
E: -327.01145 hartree
2S+1: 2
ΔE to the lowest compared entry with this formula, charge and spin: 1.727 eV
expectation value of S²: 0.759
HOMO-LUMO gap (spin up / spin down): 4.525 / 6.681 eV
total charge: -1


Record 5
C5H11NO | wB97M-V/def2-TZVPD

Each line ends with the Mulliken charge.
Atoms and positions in Å:
H  -0.094  -2.148  -2.430  0.340
C  -0.847  -1.252  -0.614  0.110
H  5.134  3.557  0.445  0.313
H  -0.682  0.898  -0.656  0.300
H  4.046  3.574  -0.653  0.331
H  -1.939  -1.688  -2.294  0.146
H  0.868  -2.088  -0.198  0.278
C  -0.961  0.062  -0.020  -0.656
H  -0.293  -2.400  0.961  0.282
C  -2.146  1.079  1.860  -0.772
H  -1.960  1.589  2.815  0.186
O  4.666  2.986  -0.170  -0.654
H  -2.828  1.587  1.201  0.284
C  -1.368  0.061  1.388  -0.330
H  -0.764  -0.535  -2.719  0.279
N  -0.139  -2.374  -0.041  -0.752
C  -0.871  -1.435  -2.095  -0.906
H  -0.757  -0.659  1.897  0.222

Output
E_LUMO (spin up / spin down): 2.912 / 2.893 eV
E: -326.96299 hartree
2S+1: 2
ΔE to the lowest compared entry with this formula, charge and spin: 3.046 eV
expectation value of S²: 0.769
HOMO-LUMO gap (spin up / spin down): 2.830 / 4.916 eV
total charge: -1


Record 6
C5H11NO | wB97M-V/def2-TZVPD

Each line ends with the Mulliken charge.
Atoms and positions in Å:
C  2.155  -0.095  -0.224  -0.540
C  -0.421  0.055  0.227  0.096
C  0.902  0.710  -0.331  -0.548
H  2.562  -0.490  -1.169  0.326
H  -1.384  -1.823  0.376  0.419
C  -2.871  0.405  0.092  -0.919
H  -0.266  -1.877  -0.920  0.331
O  2.951  -0.087  0.795  -0.766
C  -0.380  -1.464  0.078  -1.422
H  -2.955  -0.656  0.358  0.310
H  -0.532  0.347  1.272  0.247
H  1.011  1.699  0.142  0.373
H  0.781  0.819  -1.423  0.189
H  -1.544  0.542  -1.438  0.307
H  -3.621  0.601  -0.675  0.366
N  -1.550  0.728  -0.443  -0.371
H  -3.108  0.961  1.000  0.222
H  0.346  -1.856  0.784  0.379

Output
E_LUMO (spin up / spin down): 3.796 / 3.668 eV
E: -327.03833 hartree
2S+1: 2
ΔE to the lowest compared entry with this formula, charge and spin: 0.996 eV
expectation value of S²: 0.754
HOMO-LUMO gap (spin up / spin down): 3.348 / 6.611 eV
total charge: -1